*w*
Molecular formula: H2N2O2S
Method: DFT, wB97M-V/def2-TZVPD

The calculation puts the lowest unoccupied orbital energy at -0.6 eV. For the HOMO energy, the calculation gives -9.8 eV. The HOMO-LUMO gap is 9.17 eV. As for the net charge: 0.

Element x y z (Å)
N -1.225 -0.833 0.100
N -0.917 0.032 -0.682
O 1.477 1.323 0.475
O 2.287 -0.971 0.392
S 1.854 0.190 -0.334
H -2.025 -0.668 0.746
H -1.452 0.926 -0.695

*x*
Molecular formula: H2N2O2S
Method: DFT, wB97M-V/def2-TZVPD

The calculation puts the lowest unoccupied orbital energy (spin up / spin down) at -0.6 / -0.3 eV. For the HOMO energy (spin up / spin down), the calculation gives -8.7 / -8.5 eV. The HOMO-LUMO gap (spin up / spin down) is 8.13 / 8.18 eV. As for the net charge: 0.

Element x y z (Å)
N -0.586 -0.766 -0.311
N -0.970 0.341 -0.294
O -1.818 1.122 -0.659
O 1.076 1.158 0.199
S 2.008 0.168 0.082
H -1.181 -1.601 -0.248
H 1.471 -0.424 1.230

*y*
Molecular formula: H2N2O2S
Method: DFT, wB97M-V/def2-TZVPD

The calculation puts the lowest unoccupied orbital energy (spin up / spin down) at -0.9 / -3.7 eV. For the HOMO energy (spin up / spin down), the calculation gives -10.5 / -11.1 eV. The HOMO-LUMO gap (spin up / spin down) is 9.66 / 7.49 eV. As for the net charge: 0.

Element x y z (Å)
N -0.539 1.655 -1.688
N 0.594 -0.335 -0.188
O -1.761 3.801 -1.510
O -1.083 2.675 0.576
S -1.126 2.724 -0.840
H 1.335 -0.189 0.442
H 0.272 0.437 -0.825

The computed energies, referenced to the most stable structure and given in eV, are *w* 0.000; *x* 4.428; *y* 4.067.

*w*
Molecular formula: H13O6
Method: DFT, wB97M-V/def2-TZVPD

The calculation puts the lowest unoccupied orbital energy at -4.6 eV. For the HOMO energy, the calculation gives -14.9 eV. The HOMO-LUMO gap is 10.30 eV. As for the net charge: +1.

Element x y z (Å)
O -0.177 -1.046 -2.026
H -0.832 -0.954 -2.738
H -0.666 -0.486 -1.392
O 2.848 -0.992 -0.049
H 2.505 -1.524 0.668
H 2.801 -1.437 -0.903
O -0.462 -1.536 0.766
H -0.512 -1.921 -0.127
H -0.661 -2.297 1.328
O -0.607 2.392 -0.084
H -0.947 3.286 0.038
H -0.400 1.835 0.704
O 0.809 0.932 1.494
H 1.595 0.427 1.247
H 1.161 1.591 2.111
O -2.021 0.201 -0.109
H -0.825 1.037 -0.540
H -2.343 0.689 -0.881
H -1.267 -0.197 0.495

*x*
Molecular formula: H13O6
Method: DFT, wB97M-V/def2-TZVPD

The calculation puts the lowest unoccupied orbital energy at -3.0 eV. For the HOMO energy, the calculation gives -14.9 eV. The HOMO-LUMO gap is 11.84 eV. As for the net charge: +1.

Element x y z (Å)
O -0.069 0.016 -0.008
H -0.375 -0.364 -0.924
H 0.707 -0.262 0.291
H -0.091 1.003 0.240
O 0.332 2.578 1.263
H 1.120 2.624 1.760
H -0.481 2.976 1.766
O 0.509 -3.221 0.646
H -0.255 -3.767 0.584
H 0.835 -3.372 1.553
O 2.634 -0.380 0.478
H 3.002 0.410 0.317
H 2.680 -0.776 1.463
O -1.047 -1.154 -2.189
H -1.304 -0.794 -3.076
H -0.805 -2.043 -2.376
O -2.266 1.791 -0.629
H -3.060 1.968 -0.329
H -2.059 2.771 -0.831

The computed energies, referenced to the most stable structure and given in eV, are *w* 2.742; *x* 0.000.